No. 1
11
Properties=species:S:1:pos:R:3:forces:R:3:mulliken_charge:R:1 method="wB97M-V/def2-TZVPD" charge=0 lumo_ev="-1.4532 / -1.6007" max_force_ev_per_a=1.056 e_above_lowest_kcal_mol=164.2 orbital_gap_ev="7.2425 / 7.3398" e_homo_ha="-0.31956 / -0.32856"
N -1.214 -1.094 0.948 -0.3 0.2 0.7 -0.56
N 0.178 1.819 -0.099 -0.4 -0.5 -0.1 -0.24
C 1.417 1.013 0.228 -0.1 0.1 0.1 -0.28
C 0.254 -0.830 -0.661 0.4 0.1 -0.2 -0.14
C -1.115 -0.407 -0.191 0.0 -0.8 -0.1 0.11
C 1.363 -0.233 -0.178 -0.3 0.1 -0.1 -0.32
C -0.928 1.348 -0.169 0.8 0.6 0.0 0.02
H -0.414 -0.887 1.553 0.0 -0.2 -0.2 0.31
H 0.244 -1.651 -1.376 0.0 0.2 0.0 0.36
H -1.917 -0.617 -0.904 0.1 0.1 0.1 0.38
H 2.132 1.540 0.847 -0.2 -0.1 -0.1 0.37

---

No. 2
10
Properties=species:S:1:pos:R:3:forces:R:3:mulliken_charge:R:1 method="wB97M-V/def2-TZVPD" charge=0 lumo_ev=0.2239 smiles=Clc1ccncn1 max_force_ev_per_a=8.561 e_above_lowest_kcal_mol=31.6 orbital_gap_ev=10.0102 e_homo_ha=-0.35964
Cl 1.649 1.269 -0.456 2.2 1.7 -0.3 -0.17
N -0.771 0.761 -0.276 -4.6 2.3 -2.7 -0.44
N -1.804 -1.286 0.239 2.6 -0.8 -1.0 -0.54
C -0.554 -1.794 0.583 1.2 2.3 1.0 -0.12
C 0.344 0.395 0.073 4.0 -5.1 2.8 0.56
C 0.647 -0.899 0.706 -8.0 0.2 -3.1 -0.54
C -1.808 -0.045 -0.273 1.7 -2.8 3.3 -0.05
H -0.540 -2.894 0.839 0.1 1.5 -0.1 0.36
H -2.763 0.230 -0.468 -2.5 1.7 -1.1 0.44
H 1.520 -1.172 1.107 3.2 -1.0 1.1 0.50

---

No. 3
11
Properties=species:S:1:pos:R:3:forces:R:3:lowdin_spin:R:1 method="wB97M-V/def2-TZVPD" charge=-1 lumo_ev="3.7187 / 3.7683" max_force_ev_per_a=5.678 e_above_lowest_kcal_mol=17.8 orbital_gap_ev="2.6328 / 9.8578" multiplicity=2 e_homo_ha="0.03991 / -0.22378"
S 1.947 -2.137 2.495 0.8 -1.1 1.1 0.31
O -0.752 0.402 -1.277 -0.6 1.1 0.2 0.16
N -1.804 2.632 -1.655 1.9 -1.5 -5.2 0.06
C -1.452 1.288 -2.182 2.0 0.9 -0.3 0.16
H -0.669 1.496 -3.073 -2.2 -0.4 1.5 0.02
H -2.176 2.674 -0.799 -1.4 0.0 3.9 0.03
H -2.352 0.749 -2.494 0.3 0.2 -0.2 0.01
H -1.007 3.225 -1.799 0.1 0.3 0.5 0.04
H 1.508 -1.109 1.809 -0.7 0.7 -0.9 0.08
H -0.418 0.949 -0.523 -0.1 -0.5 -0.5 0.10
H 1.321 -3.162 1.870 -0.1 0.5 -0.2 0.03

---

No. 4
15
Properties=species:S:1:pos:R:3:forces:R:3:mulliken_charge:R:1 method="wB97M-V/def2-TZVPD" charge=0 lumo_ev=0.5486 max_force_ev_per_a=0.365 e_above_lowest_kcal_mol=133.3 orbital_gap_ev=8.3636 e_homo_ha=-0.28720
O -0.143 -1.404 -0.997 -0.1 -0.1 -0.1 -0.27
O 0.974 0.653 1.580 0.0 0.2 -0.1 -0.50
C 0.360 0.855 -0.853 0.0 0.0 0.1 -0.52
C 0.493 0.147 0.416 0.2 -0.1 0.0 0.44
C -0.797 -0.161 -1.005 0.0 0.0 -0.3 -0.28
C -1.435 -0.022 0.780 -0.2 0.0 0.3 -1.13
C 0.792 -1.291 0.067 0.1 0.0 0.2 -0.48
H -1.958 0.933 0.692 0.1 -0.1 0.0 0.34
H 1.158 0.729 -1.588 -0.1 0.0 0.1 0.24
H 1.049 1.612 1.500 0.0 -0.1 0.0 0.37
H 0.526 -1.994 0.863 0.0 0.1 -0.1 0.30
H -2.135 -0.840 0.605 0.1 0.1 0.0 0.37
H 1.837 -1.454 -0.232 -0.1 0.0 0.0 0.32
H -1.088 -0.123 1.818 0.0 0.0 -0.1 0.45
H 0.003 1.884 -0.779 0.0 -0.2 0.0 0.36

---

No. 5
6
Properties=species:S:1:pos:R:3:forces:R:3:mulliken_charge:R:1 method="wB97M-V/def2-TZVPD" charge=-1 lumo_ev=4.4092 max_force_ev_per_a=2.000 e_above_lowest_kcal_mol=10.8 orbital_gap_ev=9.8948 e_homo_ha=-0.20159
F 0.605 0.533 -0.703 0.4 0.7 -0.5 -0.41
O -1.004 1.030 0.785 -1.1 -1.5 -0.9 -0.59
O 2.264 -0.496 0.878 -0.8 -0.7 -0.5 -0.24
O -1.415 -0.271 -1.139 -1.0 0.1 1.5 -0.58
C 1.383 -1.009 0.347 1.5 -0.1 1.2 0.09
C -0.932 0.355 -0.226 1.0 1.4 -0.8 0.72

---

No. 6
16
Properties=species:S:1:pos:R:3:forces:R:3:mulliken_charge:R:1 method="wB97M-V/def2-TZVPD" charge=0 lumo_ev=0.7234 smiles="[H]/N=c1/ccn(N)n1C" max_force_ev_per_a=3.549 e_above_lowest_kcal_mol=73.9 orbital_gap_ev=9.2969 e_homo_ha=-0.31507
N 0.305 -0.024 -2.221 -0.3 -1.6 -0.4 -0.69
N -0.365 -0.448 -0.054 0.1 -0.4 0.3 0.09
N 0.765 -0.141 -0.840 -1.7 1.6 -1.1 -0.05
N -0.860 0.139 2.226 -1.6 -0.5 0.5 -0.77
C 0.372 1.549 0.699 2.0 -0.9 -1.0 -0.57
C -0.391 0.355 1.056 -0.6 0.0 1.8 0.64
C 1.047 1.155 -0.426 2.1 2.7 1.0 -0.15
C -0.582 -1.831 -0.005 -2.1 -1.1 0.6 -0.95
H -0.711 -2.148 -1.044 -0.1 -0.6 0.4 0.29
H 1.894 1.671 -0.999 -1.7 -0.7 0.9 0.32
H 0.183 -1.010 -2.441 0.7 -0.1 -0.8 0.27
H 0.141 -2.419 0.523 1.1 -0.2 0.0 0.34
H -0.705 0.206 -2.221 0.6 0.8 0.5 0.31
H -1.524 -0.668 2.448 1.7 1.1 -1.1 0.21
H 0.630 2.348 1.416 -0.5 -0.5 -0.9 0.35
H -1.500 -2.025 0.598 0.3 0.2 -0.9 0.35

---

No. 7
25
Properties=species:S:1:pos:R:3:forces:R:3:lowdin_spin:R:1 method="wB97M-V/def2-TZVPD" charge=+1 lumo_ev="-2.2142 / -5.9394" max_force_ev_per_a=7.981 e_above_lowest_kcal_mol=0.0 orbital_gap_ev="8.0828 / 7.4279" multiplicity=3 e_homo_ha="-0.37841 / -0.49124"
N 2.341 -2.212 0.091 0.5 -2.4 2.1 0.01
N -2.995 0.596 0.459 -1.3 2.5 2.2 0.01
N -4.578 -1.030 -0.306 2.3 2.3 1.0 0.00
N 0.291 0.713 0.385 -0.9 6.9 3.9 0.50
N -0.693 1.584 0.773 0.1 -2.0 -0.8 0.55
C 2.573 1.725 -0.058 0.5 -0.5 3.2 0.03
C 0.105 -0.327 -0.396 0.2 -4.3 -2.9 0.71
C 1.567 1.043 0.909 1.5 0.9 -0.2 0.03
C -3.330 -0.353 -0.273 -3.9 -3.3 -1.4 0.01
H 2.405 2.756 -0.040 -0.8 1.7 -0.6 0.00
H 1.037 -0.848 -0.533 -0.3 -0.5 0.1 0.04
H 2.410 -2.821 1.023 -0.3 1.4 -2.9 0.00
H 3.156 -1.628 0.173 0.5 0.3 -0.2 0.00
H -1.751 1.209 0.617 0.0 -0.2 -0.7 0.01
H -0.576 1.999 1.686 0.7 0.3 0.1 0.02
H -3.732 1.043 1.097 1.1 -1.3 -1.2 0.00
H 1.983 0.136 1.305 0.3 -0.4 0.4 0.01
H 2.512 -2.821 -0.736 -0.1 0.3 1.1 0.00
H -0.655 -0.508 -1.101 -0.9 0.6 -0.5 0.06
H 3.568 1.712 0.442 -0.4 -0.7 -0.7 0.00
H 2.521 1.313 -0.999 0.4 -0.8 -2.2 0.00
H -2.711 -0.763 -1.051 0.7 0.1 0.0 0.00
H 1.397 1.797 1.664 0.1 -0.3 0.7 0.00
H -4.708 -1.857 -0.846 0.0 -0.3 -0.2 0.00
H -5.228 -0.804 0.435 -0.1 -0.3 -0.3 0.00

---

No. 8
9
Properties=species:S:1:pos:R:3:forces:R:3:mulliken_charge:R:1 method="wB97M-V/def2-TZVPD" charge=0 lumo_ev=0.4184 smiles=O.O.O max_force_ev_per_a=0.677 e_above_lowest_kcal_mol=8.1 orbital_gap_ev=11.0646 e_homo_ha=-0.39124
O -2.986 0.485 -0.013 -0.7 0.1 -0.1 -0.64
O -0.415 -0.279 0.743 0.0 -0.1 0.0 -0.68
O 2.735 0.015 -0.328 -0.2 0.1 0.3 -0.66
H 0.437 0.085 0.501 0.4 0.3 -0.1 0.32
H -0.207 -1.007 1.329 -0.1 -0.2 0.2 0.30
H -2.132 0.250 0.352 0.5 -0.1 0.1 0.40
H -2.783 0.887 -0.857 0.0 0.1 -0.2 0.29
H 2.473 -0.878 -0.553 0.0 -0.3 -0.1 0.33
H 2.878 0.443 -1.173 0.1 0.2 -0.2 0.33

---

No. 9
48
Properties=species:S:1:pos:R:3:forces:R:3:mulliken_charge:R:1 method="wB97M-V/def2-TZVPD" charge=0 lumo_ev=0.0845 smiles=CC[C@@H](CN)NC.O.O.O.O.O.O.O.O.O max_force_ev_per_a=5.617 e_above_lowest_kcal_mol=127.9 orbital_gap_ev=8.6950 e_homo_ha=-0.31643
O -3.226 1.179 -1.339 -1.6 -2.2 -1.9 -0.58
O -2.068 1.518 2.318 4.1 0.9 0.1 -0.63
O 3.098 -0.469 -3.000 -0.3 1.9 1.2 -0.62
O -0.605 0.649 4.234 -1.4 0.7 -0.5 -0.70
O 2.765 -2.366 -0.682 -0.5 5.2 2.0 -0.63
O -1.340 3.845 1.231 -0.8 2.8 -1.3 -0.67
O -1.606 -1.230 2.525 -0.8 -2.2 -3.5 -0.50
O -0.483 -2.112 -2.994 3.0 -0.5 -1.1 -0.74
O 0.955 -4.063 -1.124 1.7 -1.0 -1.7 -0.64
N -0.278 -1.806 0.186 -4.2 0.3 0.6 -0.31
N 0.135 1.203 -1.840 -1.4 1.0 3.0 -0.18
C 1.979 0.376 1.504 1.5 2.3 2.7 -1.48
C 0.280 2.658 -1.755 -0.2 1.1 3.2 -0.85
C 0.455 0.421 -0.530 0.9 0.4 -2.9 2.22
C -0.740 -0.317 0.020 -0.9 -1.8 -0.7 0.67
C 1.238 1.210 0.533 0.9 0.1 -4.2 0.45
H -2.934 1.367 2.121 -3.7 -0.9 -1.1 0.23
H -2.861 0.351 -1.830 -0.9 2.4 1.1 0.32
H 1.515 -0.404 2.102 -0.5 -0.2 -0.6 0.22
H 3.487 -1.230 -2.616 0.5 -2.0 0.1 0.31
H -1.273 -2.326 0.365 3.1 1.3 -0.6 0.33
H -0.091 3.049 -0.652 0.2 -1.0 -3.0 0.22
H -1.163 1.352 3.813 -0.1 -1.2 0.1 0.30
H 0.094 1.205 4.497 1.8 0.4 0.9 0.28
H -0.510 3.835 1.655 1.2 -0.5 0.8 0.32
H 1.810 -2.051 -0.679 1.6 -1.9 -0.3 0.32
H 0.171 -3.751 -1.512 -1.6 0.9 -1.4 0.33
H 0.151 -1.906 1.110 -0.1 0.3 -0.2 0.31
H 2.963 -3.167 -1.055 -0.6 -3.0 -1.4 0.27
H 1.143 -0.344 -0.961 -0.4 0.3 0.6 -1.31
H 0.507 -1.877 -2.950 -2.0 -0.6 -0.4 0.37
H -0.803 -1.572 -2.308 -0.9 1.1 1.5 0.36
H -1.750 3.012 1.171 -0.3 -1.4 0.4 0.22
H 0.667 -4.275 -0.280 -0.4 -0.7 2.7 0.28
H -0.219 3.271 -2.536 0.2 -0.8 0.4 0.36
H 2.230 1.168 2.306 0.0 -1.3 -0.7 0.38
H 0.564 0.812 -2.626 1.0 -0.6 -1.0 0.34
H 3.196 0.049 -2.161 -0.5 0.2 -1.2 0.32
H -1.498 -0.789 3.304 0.5 1.6 3.7 0.29
H 2.943 0.116 1.148 0.8 -0.9 -0.4 0.33
H -4.205 1.185 -1.627 2.3 0.0 0.7 0.29
H -1.476 1.162 1.596 -1.5 0.6 1.3 -0.16
H -1.102 0.103 0.999 0.6 -1.3 -1.5 -0.37
H 1.329 2.986 -1.630 -0.1 0.0 -0.8 0.35
H -1.654 -0.335 -0.726 2.1 0.1 1.7 -0.64
H 0.531 1.733 1.088 -1.1 1.7 0.7 -0.37
H 1.941 1.929 -0.183 -1.5 -1.6 2.7 0.15
H -1.901 -2.135 2.644 0.0 0.2 0.5 0.25

---

No. 10
54
Properties=species:S:1:pos:R:3:forces:R:3:mulliken_charge:R:1 method="wB97M-V/def2-TZVPD" charge=0 lumo_ev=0.7499 smiles="CCCCCCCCCOC(=O)[C@H](CC(=O)O)N1CCOCC1" max_force_ev_per_a=0.689 e_above_lowest_kcal_mol=2.3 orbital_gap_ev=9.6202 e_homo_ha=-0.32598
O 2.040 0.970 1.250 0.4 0.5 0.0 -0.58
O 1.090 -1.037 1.076 -0.1 -0.2 0.0 -0.54
O -2.333 -1.037 1.417 0.0 -0.2 0.1 -0.63
O -1.861 -0.251 -0.629 0.1 0.2 -0.3 -0.39
O -3.790 3.803 3.171 0.0 0.1 0.1 -0.38
N -2.235 1.978 1.682 -0.1 0.0 -0.1 0.14
C 3.389 -2.086 -1.650 0.0 0.2 -0.3 -0.36
C -0.096 0.726 2.210 -0.2 0.1 -0.2 -0.66
C -1.371 -2.552 -1.326 0.0 0.3 -0.2 -0.61
C 0.501 -1.114 -2.269 0.1 -0.1 -0.3 0.83
C 2.767 -2.073 -3.047 -0.1 0.0 0.1 -0.91
C 1.051 0.098 1.473 0.0 -0.2 0.1 0.43
C -4.127 2.436 3.109 0.1 -0.4 0.1 -0.83
C 4.752 -0.880 0.090 0.0 0.1 -0.2 -1.52
C -1.861 -0.200 0.694 0.1 0.3 0.2 0.20
C -2.883 1.568 2.917 -0.4 0.1 0.1 -0.43
C 1.666 -1.028 -3.255 0.0 -0.1 0.1 -1.19
C -1.205 1.095 1.184 0.3 -0.3 0.0 0.00
C -1.853 3.375 1.770 -0.3 0.2 0.0 -0.40
C 4.084 -0.778 -1.278 -0.1 -0.3 0.2 -0.15
C -2.403 -1.429 -1.238 -0.2 -0.6 0.1 -0.81
C -3.121 4.201 1.999 0.3 0.1 -0.2 -0.68
C -0.351 -2.369 -2.449 0.0 0.1 0.3 -0.63
H -3.169 0.519 2.845 0.0 0.0 0.1 0.44
H 4.038 -1.212 0.842 -0.1 0.0 0.1 0.41
H -0.851 -2.615 -0.368 -0.1 -0.1 0.1 0.27
H 3.554 -1.886 -3.782 0.0 -0.1 0.0 0.40
H -4.822 2.260 2.275 0.0 0.0 0.1 0.37
H -0.869 -2.327 -3.411 0.0 -0.1 -0.1 0.25
H 1.279 -1.140 -4.272 0.0 0.1 -0.1 0.44
H 4.125 -2.894 -1.611 0.0 0.0 0.1 0.49
H 5.177 0.076 0.394 0.1 0.1 0.1 0.33
H -1.152 3.562 2.601 0.0 0.0 0.0 0.27
H -0.509 0.010 2.921 0.1 0.0 0.0 0.38
H -3.261 -1.757 -0.643 0.1 0.1 -0.2 0.42
H 2.364 -3.067 -3.253 0.0 0.0 -0.1 0.35
H 0.876 -1.094 -1.247 0.0 0.1 0.1 -0.68
H 2.763 0.549 0.752 -0.3 -0.1 0.1 0.18
H 0.250 1.625 2.717 -0.1 0.0 0.0 0.49
H -3.786 4.080 1.130 0.1 0.0 0.0 0.35
H 0.295 -3.247 -2.457 0.0 -0.1 -0.1 0.32
H 4.836 -0.535 -2.033 0.0 0.1 -0.1 0.33
H 2.107 -0.031 -3.189 0.0 0.1 -0.1 0.37
H -2.734 -1.115 -2.230 0.0 0.0 0.1 0.44
H 5.558 -1.611 0.061 0.1 -0.1 0.1 0.43
H -4.622 2.200 4.053 0.0 0.0 -0.1 0.36
H -1.909 -3.489 -1.480 0.0 0.0 0.1 0.42
H -0.130 -0.233 -2.403 0.0 0.0 0.1 0.49
H 3.352 0.034 -1.276 0.0 0.1 -0.1 0.28
H -1.383 3.681 0.833 0.0 0.0 0.0 0.37
H -0.752 1.586 0.316 0.0 -0.1 0.1 0.44
H -2.220 1.706 3.787 0.0 0.0 0.0 0.28
H 2.624 -2.308 -0.905 0.0 -0.1 0.1 0.04
H -2.877 5.257 2.128 0.0 -0.1 -0.1 0.37

---

No. 11
22
Properties=species:S:1:pos:R:3:forces:R:3:mulliken_charge:R:1 method="wB97M-V/def2-TZVPD" charge=+1 lumo_ev=-2.9667 max_force_ev_per_a=5.422 e_above_lowest_kcal_mol=48.2 orbital_gap_ev=10.8156 e_homo_ha=-0.50649
O 1.470 -1.190 -0.505 -0.5 0.1 -0.4 -0.51
O 0.619 0.393 -1.904 0.3 2.5 -1.6 -0.50
O -1.922 -0.398 -1.392 2.4 1.6 -0.7 -0.55
O -1.211 -2.077 -0.079 -0.5 -1.6 0.0 -0.59
N 0.346 -0.710 1.604 1.0 -0.4 -0.4 -0.19
C 0.427 -0.801 -1.422 0.0 -5.4 0.1 0.05
C -0.372 0.130 0.669 -2.1 -1.0 -3.2 -0.26
C -0.870 -0.863 -0.614 0.0 1.9 2.2 0.56
C -0.252 1.443 0.477 -0.4 -0.4 -0.9 0.00
C 0.612 2.379 1.221 -3.2 1.5 0.5 -1.59
H -2.666 -0.892 -1.151 -2.1 -0.7 0.5 0.35
H -1.858 -2.582 -0.646 1.3 0.6 0.6 0.40
H -0.325 -1.200 2.234 1.0 0.5 -0.2 0.36
H -0.237 0.587 -2.322 0.3 0.7 -0.4 0.41
H 0.065 2.586 2.148 0.4 0.1 0.3 0.37
H 2.285 -0.876 -0.869 1.1 0.1 -0.3 0.32
H 0.708 3.371 0.770 0.2 -0.5 -0.3 0.33
H 1.501 1.932 1.425 2.9 -0.9 0.7 0.51
H 0.495 -1.648 -2.185 -0.6 1.0 0.4 0.35
H 0.951 -1.442 0.880 -1.1 2.1 1.8 0.53
H 1.009 -0.034 2.050 -0.5 -1.4 0.4 0.31
H -0.774 1.893 -0.389 0.1 -0.7 0.7 0.33

---

No. 12
18
Properties=species:S:1:pos:R:3:forces:R:3:mulliken_charge:R:1 method="wB97M-V/def2-TZVPD" charge=0 lumo_ev=0.4535 smiles="N[C@]1(C(=O)O)C=CC=C(Cl)N1" max_force_ev_per_a=3.772 e_above_lowest_kcal_mol=20.0 orbital_gap_ev=8.9585 e_homo_ha=-0.31256
Cl 0.733 0.558 -3.482 0.0 -0.3 1.8 -0.22
O -1.594 1.260 2.299 -0.2 -0.1 -1.3 -0.56
O -2.525 0.487 0.414 -1.1 0.1 0.5 -0.48
N -0.159 0.700 -0.937 0.1 -0.3 -0.9 -0.22
N 0.824 1.385 1.168 0.2 0.4 -1.1 -0.51
C -0.120 0.543 0.484 0.3 0.6 2.6 0.92
C -1.500 0.838 1.173 1.0 0.2 0.7 0.42
C 0.975 -1.308 -1.468 -1.5 1.8 3.0 -0.59
C 0.623 -1.744 -0.095 1.4 0.1 -1.6 -0.14
C 0.182 -0.888 0.822 -0.7 -2.2 1.5 -0.91
C 0.609 -0.058 -1.753 -0.3 -0.7 -2.4 0.03
H -0.708 1.336 -1.468 -0.5 1.0 0.5 0.30
H -2.224 -0.175 -0.207 0.2 -0.3 -0.7 0.37
H 1.567 -1.912 -2.017 1.6 -1.6 -2.0 0.52
H 0.970 -2.759 0.076 -0.5 0.1 0.6 0.38
H 0.024 -1.333 1.876 0.1 1.4 -1.7 0.27
H 1.786 1.123 1.186 0.3 -0.4 -0.1 0.22
H 0.535 1.947 1.928 -0.5 0.2 0.6 0.20